[1]
ORCA calculation (wB97M-V/def2-TZVPD) on a 6-piece molecular cluster, C29H32F15NO14 overall at a distorted geometry.

```
91
Properties=species:S:1:pos:R:3:forces:R:3:lowdin_charge:R:1
O 7.2292 2.3541 -1.4064 -4.116 6.948 3.196 -0.024
C 6.6496 3.4573 -0.9077 2.061 -4.596 -1.756 -0.248
N 7.5547 4.4793 -0.1882 -3.300 0.672 -0.054 0.073
C 6.7735 5.8075 -0.1102 1.082 4.179 0.616 -0.238
O 7.3231 7.0134 0.0855 -3.595 -8.012 -1.123 -0.013
C 5.1906 5.4656 -0.3643 -3.387 -1.819 -1.102 -0.018
C 3.8181 6.3425 -0.1796 0.420 -4.349 -1.695 0.066
C 2.3866 5.5931 -0.6063 2.450 -1.024 -0.217 -0.070
C 0.9610 6.4559 -0.4767 1.877 -0.726 -1.008 -0.129
O -0.0224 5.5545 0.1551 3.510 2.691 2.001 -0.229
O -0.8993 5.1506 -0.7587 -2.749 -3.053 -2.786 -0.080
C 2.2910 4.0559 -1.1910 4.147 1.169 0.967 0.018
C 3.6924 3.1628 -1.3440 0.270 4.484 1.596 0.032
C 5.0782 3.9244 -0.9113 -1.085 2.316 0.501 -0.025
H 7.6168 4.1300 0.8073 0.339 0.459 -1.310 0.148
H 3.8759 7.4355 0.2345 -0.307 -2.399 -0.921 0.110
H 0.6713 6.7206 -1.5983 0.208 -0.571 2.582 0.150
H 1.1220 7.4414 0.1526 -0.443 -2.256 -1.128 0.141
H -0.8906 4.1360 -0.7172 0.153 1.995 0.030 0.138
H 1.2562 3.5575 -1.5116 2.594 1.382 0.852 0.099
H 3.7327 2.0555 -1.7207 -0.163 2.475 0.800 0.103
C -4.7461 6.4315 -3.3718 0.275 -0.131 0.232 -0.062
C -4.7460 6.0698 -4.8451 -0.788 0.248 0.355 -0.210
O -3.4118 5.7805 -5.2912 1.184 -1.772 -0.136 0.011
C -2.9597 4.5070 -5.0567 -3.098 0.129 1.160 -0.324
O -3.6230 3.6373 -4.4993 2.034 1.642 -1.353 0.141
C -1.5530 4.3235 -5.6254 2.428 -0.110 -0.868 -0.469
F -0.7313 5.3783 -5.3526 -1.058 -0.805 -0.021 0.141
F -1.5618 4.1916 -6.9833 -0.465 0.106 1.163 0.144
F -0.9213 3.2183 -5.1400 -0.998 0.864 -0.175 0.130
H -4.0502 7.2540 -3.1770 -0.180 -0.032 -0.103 0.085
H -5.7468 6.7296 -3.0464 0.120 -0.040 -0.096 0.084
H -4.4192 5.5861 -2.7584 -0.147 0.063 -0.107 0.077
H -5.0987 6.9240 -5.4323 0.391 -0.185 -0.071 0.127
H -5.4216 5.2331 -5.0561 0.342 0.004 0.051 0.126
C 0.1895 -0.1090 -7.1338 0.153 -0.301 -0.173 -0.058
C -0.2317 -0.1653 -5.6775 0.153 0.810 -0.332 -0.214
O -0.5993 -1.5048 -5.3123 1.012 -1.644 0.804 0.011
C 0.4317 -2.3410 -4.9674 1.454 2.918 -0.673 -0.323
O 1.6124 -2.0047 -4.9608 -2.674 -1.349 0.162 0.146
C -0.1039 -3.7116 -4.5543 -0.761 -2.417 0.386 -0.467
F -1.0779 -4.1723 -5.3918 0.901 0.754 0.538 0.141
F -0.6553 -3.6920 -3.3065 0.530 0.436 -0.903 0.137
F 0.8588 -4.6753 -4.5296 -0.637 1.329 -0.114 0.140
H -0.5947 -0.5200 -7.7779 0.016 0.168 0.132 0.085
H 0.3940 0.9214 -7.4381 -0.053 -0.114 0.091 0.082
H 1.0895 -0.7071 -7.3072 -0.053 0.166 0.092 0.079
H -1.1186 0.4591 -5.5280 0.011 -0.417 0.102 0.120
H 0.5504 0.2225 -5.0150 -0.070 -0.319 -0.093 0.125
C 0.4754 1.8352 4.1748 -0.128 0.113 -0.334 -0.064
C 0.8777 2.8024 5.2722 -0.216 -0.758 0.235 -0.211
O 1.2975 4.0550 4.7089 -0.927 1.713 -0.448 0.009
C 0.2987 4.9422 4.3981 -1.604 -2.566 1.246 -0.322
O -0.8953 4.7167 4.5727 2.736 1.042 -0.633 0.145
C 0.8870 6.2454 3.8582 0.835 2.208 -1.110 -0.469
F 1.8920 6.0383 2.9585 -0.887 -0.231 0.782 0.131
F 1.4191 7.0174 4.8493 -0.564 -0.974 -0.494 0.144
F -0.0334 7.0232 3.2227 0.588 -1.134 0.775 0.139
H 1.2859 1.7186 3.4479 -0.021 -0.043 0.204 0.083
H 0.2311 0.8548 4.5931 0.052 0.143 -0.012 0.084
H -0.3952 2.2043 3.6239 0.043 -0.061 0.184 0.077
H 1.7345 2.3981 5.8211 0.012 0.382 -0.195 0.127
H 0.0701 2.9484 5.9984 0.090 0.185 -0.276 0.126
C -0.0406 -6.8456 -1.0346 0.184 -0.037 0.322 -0.057
C -1.4301 -6.2381 -1.0731 0.481 0.071 -0.780 -0.209
O -2.0986 -6.4330 0.1829 -0.180 1.092 1.836 0.011
C -1.8108 -5.5226 1.1677 1.778 0.960 -2.691 -0.320
O -1.0320 -4.5844 1.0256 -1.955 -2.067 0.929 0.147
C -2.6257 -5.8178 2.4266 -1.376 -0.376 2.021 -0.463
F -2.6512 -7.1459 2.7398 0.132 1.025 -0.726 0.131
F -3.9285 -5.4344 2.2960 1.249 -0.187 -0.307 0.150
F -2.1501 -5.1790 3.5319 -0.234 -0.223 -1.457 0.130
H -0.0890 -7.9000 -0.7434 -0.067 0.110 -0.164 0.084
H 0.4423 -6.7702 -2.0130 -0.112 0.016 0.107 0.080
H 0.5901 -6.3405 -0.2964 -0.083 0.041 -0.175 0.080
H -2.0311 -6.7457 -1.8347 -0.124 0.022 0.412 0.130
H -1.3998 -5.1761 -1.3421 -0.018 -0.184 0.313 0.111
C -0.7295 -7.5782 4.9988 0.347 0.104 0.169 -0.057
C -1.9025 -8.4606 5.3821 -0.149 0.657 -0.528 -0.209
O -1.4519 -9.5940 6.1404 0.245 -0.392 2.015 0.012
C -1.2670 -9.3868 7.4837 -1.063 2.871 -1.150 -0.324
O -1.4611 -8.3114 8.0430 0.622 -2.780 -0.832 0.144
C -0.8387 -10.6820 8.1727 0.933 -2.133 1.268 -0.471
F 0.1127 -11.3638 7.4710 -0.838 0.906 0.311 0.138
F -1.8819 -11.5462 8.3346 0.559 1.039 -0.344 0.142
F -0.3173 -10.4783 9.4148 -0.639 0.308 -1.324 0.141
H 0.0341 -8.1598 4.4719 -0.179 0.015 -0.022 0.090
H -1.0567 -6.7573 4.3545 0.223 -0.389 0.405 0.048
H -0.2497 -7.1532 5.8859 -0.157 -0.009 -0.081 0.085
H -2.3773 -8.8529 4.4768 0.171 -0.259 0.349 0.117
H -2.6682 -7.8998 5.9300 0.251 -0.187 0.113 0.131
```
Positions in Å, forces in eV/Å.

The spin multiplicity is 1. The molar mass comes out at 903.5 g/mol. The HOMO energy comes out at -0.346 Eh. Its net charge is 0. The structure (SMILES) is O=C1NC(=O)c2cc(COO)ccc21.CCOC(=O)C(F)(F)F.CCOC(=O)C(F)(F)F.CCOC(=O)C(F)(F)F.CCOC(=O)C(F)(F)F.CCOC(=O)C(F)(F)F.

[2]
ORCA calculation (wB97M-V/def2-TZVPD) on one molecule with the formula C2H6N2S at a distorted geometry.

```
11
Properties=species:S:1:pos:R:3:forces:R:3:lowdin_charge:R:1
C -1.9937 -0.7522 0.0933 -1.038 -1.915 -0.631 -0.081
N -0.7873 -0.0038 -0.0725 -0.232 1.838 0.236 -0.331
N -1.0137 1.4226 -0.1149 2.292 -0.070 0.255 0.078
C 0.3753 -0.6263 -0.1104 0.232 -0.518 0.392 -0.729
S 1.9256 -0.0284 0.0451 -1.010 -0.088 -0.314 0.519
H -1.9899 -1.3967 1.0363 -0.327 1.274 -1.068 0.118
H -2.9174 -0.1865 -0.1347 0.691 0.225 0.951 0.097
H -2.0449 -1.4388 -0.7611 0.131 -0.400 0.275 0.086
H -1.5932 1.6270 0.6932 0.117 0.120 0.143 0.076
H -0.0604 1.9006 0.0355 -1.679 -1.107 -0.245 0.083
H 0.1144 -1.7120 -0.1755 0.825 0.641 0.006 0.083
```
Positions in Å, forces in eV/Å.

Its energy above the lowest of the compared OMol25 structures with the same formula, charge and spin is 39.0 kcal/mol. The spin multiplicity is 1. The molar mass comes out at 90.2 g/mol. The HOMO energy comes out at -0.306 Eh. Its net charge is 0. The structure (SMILES) is CN(N)C=S.

[3]
ORCA calculation (wB97M-V/def2-TZVPD) on C2H4BrCl3Si as an isolated structure at a distorted geometry.

```
11
Properties=species:S:1:pos:R:3:forces:R:3:lowdin_charge:R:1
C -1.3255 0.3294 0.5872 -0.146 0.028 -0.145 -0.282
C 0.1809 0.2908 0.5040 0.686 -0.704 0.574 -1.331
Si 0.9954 -0.6017 -1.0379 -0.391 0.190 1.339 -0.340
Cl -0.3782 -0.4287 -2.5047 -0.312 -0.130 -0.503 0.340
Cl 2.6551 0.4047 -1.5344 0.562 0.152 -0.219 0.325
Cl 0.8635 1.9017 0.8309 -0.162 -0.113 -0.197 0.542
Br 0.7781 -0.9082 2.0347 -0.061 0.284 -0.446 0.572
H -1.7199 1.1065 -0.0659 0.041 -0.006 -0.119 0.072
H -1.7395 -0.6293 0.2799 -0.052 -0.059 0.011 0.069
H -1.6494 0.5378 1.6061 0.064 0.041 -0.020 0.068
H 1.3395 -2.0030 -0.6999 -0.229 0.316 -0.275 -0.035
```
Positions in Å, forces in eV/Å.

Its energy above the lowest of the compared OMol25 structures with the same formula, charge and spin is 29.4 kcal/mol. The spin multiplicity is 1. The molar mass comes out at 242.4 g/mol. The HOMO energy comes out at -0.384 Eh. Its net charge is 0.

[4]
ORCA calculation (wB97M-V/def2-TZVPD) on a 9-piece molecular cluster, C27H48O27 overall at a distorted geometry.

```
102
Properties=species:S:1:pos:R:3:forces:R:3:lowdin_charge:R:1
C -3.3455 9.6775 -7.3802 0.010 0.549 -0.287 -0.063
O -3.2590 8.6358 -6.4238 0.404 -0.948 1.792 -0.029
C -2.3297 8.6702 -5.4138 2.125 1.182 -1.770 -0.517
O -1.3669 9.4495 -5.4589 -2.226 -1.756 0.957 0.088
O -2.5516 7.6490 -4.5612 -0.861 1.054 -0.329 -0.006
C -1.6536 7.3517 -3.4840 1.658 -0.052 -0.760 -0.035
H -2.4965 9.8161 -8.0495 0.424 -0.500 0.341 0.091
H -3.5033 10.6471 -6.9077 -0.228 -0.096 0.114 0.096
H -4.1859 9.3875 -8.0109 -0.074 0.198 0.223 0.094
H -0.9021 6.6900 -3.9149 -0.102 -0.448 0.131 0.093
H -2.1364 6.8508 -2.6450 -0.443 0.298 -0.421 0.095
H -1.0219 8.1757 -3.1521 -0.681 0.517 0.014 0.093
C 5.9613 -2.2246 -2.3136 0.096 -0.793 -0.242 -0.033
O 5.6238 -3.5473 -1.8719 -0.982 -0.333 0.523 -0.020
C 6.2498 -4.6332 -2.3587 1.536 2.739 0.452 -0.659
O 7.1129 -4.5566 -3.1762 0.698 -0.418 -1.603 0.137
O 5.9627 -5.6462 -1.6277 -2.264 -1.962 1.168 0.036
C 6.6124 -6.8871 -1.8134 1.885 -0.426 -0.235 -0.033
H 5.1312 -1.6237 -1.9423 0.215 0.115 -0.280 0.092
H 6.0700 -2.2131 -3.3981 -0.198 0.178 0.034 0.092
H 6.9066 -1.8996 -1.8789 -0.025 -0.069 0.115 0.094
H 7.6710 -6.6875 -1.6472 0.150 -0.226 0.214 0.098
H 6.6076 -7.3497 -2.8004 -0.703 0.571 -0.306 0.098
H 6.2856 -7.6488 -1.1056 -0.407 0.635 0.168 0.098
C 1.4023 0.7264 -6.9417 -0.891 0.434 1.533 -0.039
O 0.4941 -0.0363 -7.7513 -0.043 -0.593 -0.681 -0.010
C -0.7411 -0.3884 -7.3279 -0.671 1.862 4.372 -0.537
O -1.1576 -0.3517 -6.1237 1.833 -0.400 -4.120 0.048
O -1.5231 -0.6035 -8.3675 0.357 -0.045 -0.068 0.009
C -2.8742 -0.9593 -8.0636 -0.342 -0.445 0.389 -0.037
H 1.6344 0.2438 -5.9923 -0.241 -0.315 -0.068 0.090
H 0.9081 1.6654 -6.6925 -0.028 0.063 0.031 0.094
H 2.3650 0.9921 -7.3786 -0.447 -0.637 -0.954 0.092
H -2.8782 -1.8983 -7.5100 -0.045 -0.246 -0.407 0.098
H -3.3850 -1.0063 -9.0254 0.114 -0.186 0.210 0.098
H -3.3947 -0.2806 -7.3879 0.406 0.513 -0.224 0.094
C 4.7871 5.4703 -3.3162 1.379 0.655 -0.442 -0.053
O 5.1504 4.5536 -2.2782 -1.343 -0.225 2.012 -0.016
C 4.3720 4.5280 -1.1413 -2.288 1.460 0.162 -0.536
O 3.3221 5.1609 -0.9589 2.305 -1.281 -0.792 0.084
O 4.9108 3.7306 -0.2266 1.108 -1.063 -0.949 -0.004
C 4.3084 3.4098 1.0246 -0.636 1.064 0.671 -0.036
H 5.7678 5.6575 -3.7535 -0.093 -0.206 -0.503 0.091
H 4.5036 6.4790 -3.0159 -0.614 -0.410 0.635 0.096
H 4.1253 5.0669 -4.0826 -0.152 -0.196 0.434 0.095
H 3.2894 3.0240 0.9941 -0.032 0.120 -0.665 0.091
H 4.2862 4.3257 1.6151 -0.109 -0.015 0.107 0.097
H 4.8883 2.6758 1.5842 0.457 0.082 -0.668 0.093
C -3.0255 -10.9407 2.0688 1.107 1.171 0.168 -0.024
O -3.7062 -9.8450 1.3775 -0.555 -0.440 -0.543 -0.016
C -3.3720 -8.5603 1.6189 1.569 -0.683 1.322 -0.585
O -2.5369 -8.2494 2.4545 -0.998 0.056 -0.980 0.099
O -4.0420 -7.7216 0.8164 0.244 -0.906 0.613 -0.011
C -3.7027 -6.3255 0.9759 -1.293 -0.324 -1.101 -0.025
H -1.9721 -10.9800 1.7916 0.090 0.419 -0.269 0.087
H -3.3883 -11.9294 1.7878 -0.869 0.583 -0.057 0.090
H -2.9994 -10.7608 3.1435 -0.488 -0.131 -0.044 0.091
H -2.7265 -6.1613 0.5195 0.170 0.243 0.894 0.103
H -3.9794 -5.9653 1.9667 0.950 -0.122 0.109 0.103
H -4.4320 -5.8624 0.3113 0.073 0.133 -0.102 0.088
C -5.8301 4.2847 4.2854 -0.955 -0.152 -0.649 -0.070
O -4.6354 4.0413 4.9587 2.203 -0.121 1.451 -0.015
C -3.4395 4.5100 4.5099 -0.691 0.893 -1.116 -0.563
O -3.2700 5.0521 3.4417 -0.231 -0.345 0.504 0.123
O -2.4871 4.3275 5.4207 -1.534 -0.977 1.084 0.014
C -1.2533 4.9373 5.2604 2.017 0.799 -1.008 -0.073
H -6.6311 3.8320 4.8698 0.276 -0.290 0.155 0.091
H -5.8102 3.7844 3.3172 -0.108 0.430 -0.207 0.099
H -6.1217 5.3341 4.2442 0.542 0.142 -0.391 0.101
H -1.2578 6.0219 5.3689 -0.543 0.059 0.021 0.101
H -0.8041 4.7337 4.2884 -0.309 -0.053 -0.241 0.094
H -0.5037 4.5794 5.9662 -0.667 -0.417 0.382 0.097
O -0.0785 -1.0831 3.0470 -0.254 -0.072 -1.936 0.142
C -0.2755 -0.4254 2.0450 1.814 -3.566 1.799 -0.627
O -0.2069 -0.7800 0.7487 0.096 -1.437 -0.098 0.080
C -0.5207 0.3581 -0.0421 -0.764 -0.679 -1.293 -0.119
C -1.1102 1.2768 0.9759 -0.472 0.701 -1.242 -0.130
O -0.4681 0.8202 2.1036 -0.285 4.664 2.610 0.093
H 0.3497 0.7407 -0.5751 0.161 -0.065 0.262 0.135
H -1.2737 0.0451 -0.7654 0.199 0.045 -0.194 0.136
H -2.1688 1.0735 1.1375 -0.224 0.457 -0.371 0.144
H -0.8787 2.3162 0.7431 -0.262 -0.008 0.455 0.145
O -7.4990 -4.2509 5.7506 2.020 4.836 0.274 0.098
C -7.0841 -3.0710 5.8854 -0.597 -4.621 -1.185 -0.476
O -5.9422 -2.5256 5.3146 -1.783 -1.356 0.169 0.052
C -5.9070 -1.1583 5.6401 1.547 0.548 1.078 -0.131
C -6.9631 -1.0273 6.7717 1.803 1.966 -0.810 -0.136
O -7.7030 -2.1701 6.6355 -1.539 -0.955 0.157 0.078
H -4.9073 -0.9776 6.0351 0.038 0.067 0.245 0.125
H -5.9176 -0.5070 4.7661 -0.973 -0.181 -0.154 0.126
H -7.5225 -0.1025 6.6304 -0.447 -0.308 0.174 0.131
H -6.4745 -1.0090 7.7459 -0.056 0.011 0.048 0.134
O 7.8225 -6.2421 4.8431 -1.729 2.139 -0.440 0.137
C 7.1040 -5.2572 4.8259 0.619 -2.241 -1.126 -0.538
O 6.2523 -4.8670 3.8081 0.991 -1.184 0.085 0.052
C 5.5246 -3.7302 4.2105 0.335 0.752 -0.481 -0.146
C 6.2979 -3.2280 5.4107 -1.718 -0.087 0.126 -0.113
O 6.9862 -4.4109 5.8255 0.491 1.690 1.381 0.084
H 5.5946 -2.9692 3.4333 -0.422 -0.275 -0.255 0.131
H 4.4900 -3.9770 4.4488 0.060 -0.146 -0.157 0.134
H 5.5250 -2.9300 6.1192 0.566 -0.123 0.647 0.130
H 6.8780 -2.3367 5.1712 0.794 -0.538 0.208 0.131
```
Positions in Å, forces in eV/Å.

Its energy above the lowest of the compared OMol25 structures with the same formula, charge and spin is 102.6 kcal/mol. The spin multiplicity is 1. The molar mass comes out at 804.7 g/mol. The HOMO energy comes out at -0.384 Eh. Its net charge is 0. The structure (SMILES) is COC(=O)OC.COC(=O)OC.COC(=O)OC.COC(=O)OC.COC(=O)OC.COC(=O)OC.O=C1OCCO1.O=C1OCCO1.O=C1OCCO1.

[5]
ORCA calculation (wB97M-V/def2-TZVPD) on one molecule with the formula C5H8N2 at a distorted geometry.

```
15
Properties=species:S:1:pos:R:3:forces:R:3:lowdin_charge:R:1
C -0.4518 -0.7043 -1.1062 0.098 1.854 -0.905 -0.106
C 0.1698 0.8249 -1.2356 0.647 -0.132 2.673 -0.159
N 1.5835 0.9459 -0.5940 -1.306 -2.122 0.587 0.003
C 0.4432 1.2146 0.2981 -1.634 1.043 -1.591 -0.250
C -0.3221 0.1913 1.2679 1.408 2.907 -4.542 -0.219
N 0.5230 -1.0075 1.2488 0.061 1.147 0.384 0.064
C -0.6777 -0.9378 0.3911 0.025 -2.492 -0.274 -0.296
H -1.5068 -0.7073 -1.4705 0.839 0.105 -0.328 0.100
H 0.1489 -1.4764 -1.7087 -0.793 1.091 1.175 0.123
H -0.1693 1.6886 -1.9575 0.921 -2.285 1.197 0.139
H 2.0114 -0.0203 -0.3457 -1.188 1.806 -0.735 0.116
H 0.4013 2.2898 0.6170 -0.071 -1.091 -0.382 0.120
H -1.0473 0.7786 1.8466 0.699 -1.162 1.040 0.145
H 0.2902 -1.2799 2.1564 -0.202 -2.370 1.645 0.066
H -1.3962 -1.8000 0.5924 0.496 1.700 0.054 0.154
```
Positions in Å, forces in eV/Å.

Its energy above the lowest of the compared OMol25 structures with the same formula, charge and spin is 99.9 kcal/mol. The spin multiplicity is 1. The molar mass comes out at 96.1 g/mol. The HOMO energy comes out at -0.330 Eh. Its net charge is 0. The structure (SMILES) is C1[C@@H]2N[C@@H]2[C@@H]2N[C@H]12.